1.
Formula: C2H7N2O2
Source: the OMol25 dataset
Level of theory: ωB97M-V with the def2-TZVPD basis set

Cartesian coordinates (Å):
C: 0.44 -1.68 -0.75
C: -1.26 1.28 1.05
N: 0.62 0.54 -0.10
N: 1.26 -0.50 -0.59
O: 2.43 -0.36 -0.78
O: -0.76 0.29 0.11
H: 0.02 -1.54 -1.69
H: -0.45 -1.77 -0.22
H: 1.19 -2.48 -0.65
H: -2.24 1.09 0.97
H: -1.26 2.23 0.68
H: -0.86 1.35 2.02
H: 0.86 1.56 -0.04

## Properties
LUMO level ... -5.88 eV
Charge ... +1
HOMO energy ... -0.5766 Ha
Orbital gap ... 9.8 eV
Strongest force on any atom ... 4.16 eV Å⁻¹
Energy above the lowest of the compared OMol25 structures with the same formula, charge and spin ... 703.09 kJ/mol

2.
Formula: C2H7N2O2
Source: the OMol25 dataset
Level of theory: ωB97M-V with the def2-TZVPD basis set

Cartesian coordinates (Å):
C: -0.37 1.24 0.49
C: -0.67 -0.08 -0.30
N: 0.46 -2.15 0.28
N: 0.36 -1.08 -0.22
O: 1.56 -2.84 0.09
O: 1.87 -0.59 -1.08
H: -0.45 0.83 1.48
H: 0.52 1.58 0.20
H: -1.26 1.71 0.28
H: -0.77 0.28 -1.46
H: -1.58 -0.76 -0.05
H: 1.27 -3.77 0.17
H: 1.71 0.24 -1.40

## Properties
LUMO level (spin up / spin down) ... -6.42 / -6.42 eV
Charge ... +1
HOMO energy (spin up / spin down) ... -0.6217 / -0.6217 Ha
Orbital gap (spin up / spin down) ... 10.5 / 10.5 eV
Strongest force on any atom ... 6.82 eV Å⁻¹
Energy above the lowest of the compared OMol25 structures with the same formula, charge and spin ... 758.79 kJ/mol

3.
Formula: C2H7N2O2
Source: the OMol25 dataset
Level of theory: ωB97M-V with the def2-TZVPD basis set

Cartesian coordinates (Å):
C: 1.02 -1.26 0.19
C: -0.74 1.63 0.17
N: -1.97 -0.24 -0.39
N: -1.75 0.79 -0.11
O: -0.09 -1.36 -0.63
O: 1.90 -0.25 0.02
H: 1.47 0.57 -0.32
H: 0.51 -1.16 1.21
H: 1.64 -2.18 0.12
H: 0.19 1.04 0.36
H: -0.71 2.23 -0.78
H: -0.90 2.39 0.83
H: -0.57 -2.21 -0.65

## Properties
LUMO level ... -6.19 eV
Charge ... +1
HOMO energy ... -0.5375 Ha
Orbital gap ... 8.4 eV
Strongest force on any atom ... 4.73 eV Å⁻¹
Energy above the lowest of the compared OMol25 structures with the same formula, charge and spin ... 470.21 kJ/mol